Below is a structure of composition C38H51AsCaGe2N2S4Sb, with properties calculated with ωB97M-V/def2-TZVPD.

Summary:
Charge ... -1
E_HOMO ... -4.3916 eV
Energy ... -10488.52789 hartree
LUMO energy ... 1.98 eV
Energy above the lowest of the compared OMol25 structures with the same formula, charge and spin ... 20.15 kJ/mol

Each line ends with the Mulliken charge.
Atoms and positions in Å:
Ca 1.797 0.731 0.497  0.129
S 3.596 3.106 4.034  -0.667
Sb 3.320 0.925 3.423  0.913
S 0.961 0.632 2.965  -0.760
S 4.282 0.654 1.230  -0.632
S 3.983 -0.830 4.716  -0.693
C 0.922 -0.674 -4.044  -1.492
C 1.234 -0.001 -2.705  0.904
Ge -0.197 1.273 -2.178  0.101
C 0.441 3.065 -2.660  -0.222
C 0.626 3.201 -4.172  -1.464
C -1.955 0.818 -2.903  0.043
C -2.754 0.582 -1.847  -0.950
Ge -1.632 0.755 -0.216  0.327
C -2.172 2.170 1.020  -0.673
C -2.552 3.466 0.309  -1.106
C -1.444 -1.004 0.625  1.217
C -2.754 -1.468 1.267  -1.486
C -4.180 0.201 -1.930  0.374
C -4.663 -0.575 -2.985  -0.602
C -6.003 -0.926 -3.048  -0.694
C -6.882 -0.506 -2.060  -0.416
C -6.411 0.259 -1.001  -0.850
C -5.070 0.600 -0.933  0.321
H 1.725 -1.349 -4.350  0.421
H 0.789 0.063 -4.839  0.389
H 0.001 -1.256 -3.979  0.277
H 2.185 0.538 -2.765  0.446
H 1.355 -0.778 -1.942  -0.692
H 1.393 3.226 -2.146  0.249
H -0.258 3.809 -2.276  0.384
H 1.344 2.471 -4.553  0.278
H 0.995 4.192 -4.444  0.424
H -0.316 3.043 -4.702  0.330
H -2.318 0.766 -3.929  0.495
H -1.334 2.328 1.703  0.335
H -2.995 1.784 1.629  0.643
H -1.681 3.876 -0.204  -0.069
H -2.897 4.220 1.020  0.469
H -3.344 3.316 -0.429  0.360
H -0.658 -0.973 1.383  -0.261
H -1.136 -1.704 -0.157  -0.286
H -3.058 -0.795 2.072  0.350
H -2.631 -2.461 1.704  0.322
H -3.569 -1.517 0.540  0.308
H -3.971 -0.919 -3.743  0.435
H -6.362 -1.536 -3.868  0.380
H -7.928 -0.783 -2.107  0.387
H -7.091 0.581 -0.222  0.401
H -4.698 1.186 -0.100  0.296
C 0.114 6.486 0.624  -1.743
C 0.972 5.462 1.360  1.618
C 2.387 6.007 1.565  -1.738
C 0.346 5.117 2.709  -1.490
N 0.949 4.252 0.506  -0.113
N 1.801 3.193 0.949  -0.191
H 0.055 7.412 1.196  0.450
H -0.897 6.102 0.474  0.287
H 0.543 6.723 -0.355  0.377
H 2.347 6.947 2.120  0.459
H 2.872 6.203 0.604  0.336
H 3.002 5.316 2.145  0.306
H 0.257 6.018 3.318  0.503
H 0.961 4.406 3.266  0.213
H -0.651 4.693 2.567  0.142
H 1.264 4.511 -0.422  0.302
H 1.444 2.882 1.859  0.110
H 2.750 3.513 1.156  0.208
C 5.981 -4.797 1.031  -0.441
C 5.065 -5.233 0.084  -0.708
C 3.858 -4.564 -0.075  -0.255
C 3.578 -3.452 0.710  0.301
C 4.499 -3.006 1.655  0.139
C 5.696 -3.689 1.816  -0.798
As 1.909 -2.470 0.570  1.110
C 0.844 -3.605 -0.589  -0.490
C 0.898 -3.693 -1.971  -0.284
C -0.031 -4.469 -2.653  -0.896
C -1.020 -5.143 -1.945  -0.822
C -1.078 -5.058 -0.562  -0.583
C -0.144 -4.293 0.129  0.297
C -0.096 -4.099 1.593  0.738
C -0.944 -4.697 2.519  -0.239
C -0.789 -4.414 3.869  -0.780
C 0.203 -3.540 4.299  -0.849
C 1.053 -2.930 3.385  -0.207
C 0.898 -3.222 2.039  0.280
H 6.921 -5.322 1.154  0.348
H 5.286 -6.099 -0.528  0.378
H 3.141 -4.916 -0.806  0.332
H 4.294 -2.137 2.270  0.025
H 6.403 -3.342 2.559  0.450
H 1.665 -3.164 -2.525  0.626
H 0.011 -4.543 -3.732  0.444
H -1.752 -5.738 -2.477  0.415
H -1.858 -5.585 -0.024  0.394
H -1.722 -5.378 2.195  0.354
H -1.449 -4.877 4.591  0.372
H 0.316 -3.317 5.352  0.458
H 1.814 -2.237 3.730  0.163

Cartesian forces (eV/Å) of the 6 atoms listed first:
0.064 -0.070 -0.112
0.006 0.047 0.011
0.030 -0.088 -0.002
-0.030 -0.018 0.020
-0.008 0.008 0.038
0.008 0.046 0.018